Record 1
Density functional theory data (the ωB97M-V functional and the def2-TZVPD basis) for a cluster of 4 separate species, C32H52ClF3O4S2 in total.

Structure (XYZ):
```
94
C32H52ClF3O4S2 (the ωB97M-V functional and the def2-TZVPD basis)
C 6.97669 -2.27349 0.03859
S 6.03627 -1.40548 -1.38354
O 4.94129 -2.41438 -1.79236
O 7.11756 -1.25249 -2.52257
C 5.43923 0.21947 -0.68722
C 6.48254 1.23589 0.11804
Cl 8.32342 0.86958 0.33275
C 6.00671 2.68342 0.79896
C 4.43493 3.13197 0.68434
S 3.94322 4.74661 1.51227
C 3.42319 2.13579 -0.13016
C 3.87867 0.69216 -0.84523
C 2.68141 -0.09821 -1.63383
O 2.72741 -0.66101 -2.83821
C 1.20016 -0.09577 -0.85412
C 0.80292 1.21932 -0.20523
C -0.66474 1.23699 0.59750
C -0.48578 0.24459 1.87877
C -0.71019 0.90439 3.35155
F -1.78364 0.11211 4.02912
F 0.53783 0.64116 4.16074
F -0.91500 2.36712 3.38822
C 1.80680 2.55959 -0.24552
O 1.37469 3.81536 -0.38146
H 8.13275 -2.30215 -0.13434
H 6.70278 -1.67869 1.03710
H 6.51498 -3.36020 0.20896
H 6.78234 3.37288 1.37146
H 3.43137 4.52598 2.80604
H 0.49970 -1.05422 -0.82610
H -1.50982 0.77205 -0.09282
H -0.87117 2.36100 0.83772
H 0.61907 -0.20675 1.87042
H -1.19497 -0.71196 1.79576
C -2.82541 -2.37310 -0.64193
C -2.14187 -2.57599 -1.98475
C -2.18588 -1.33627 -2.88073
C -3.58907 -0.87324 -3.29189
C -4.43490 -1.91680 -4.02434
C -3.83510 -2.35481 -5.35061
H -3.89275 -2.16163 -0.75889
H -2.73208 -3.27709 -0.03139
H -2.36673 -1.54488 -0.09172
H -2.58666 -3.43637 -2.49762
H -1.09191 -2.83612 -1.80398
H -1.58865 -1.52998 -3.77888
H -1.68802 -0.50582 -2.36051
H -3.48490 0.01268 -3.93177
H -4.13645 -0.53718 -2.40376
H -5.42524 -1.48493 -4.21764
H -4.60171 -2.79235 -3.38788
H -3.69943 -1.50023 -6.01960
H -4.49974 -3.06965 -5.84630
H -2.86642 -2.84385 -5.21401
C 3.32373 -2.92457 1.62116
C 3.17708 -4.42613 1.80923
C 1.74222 -4.92334 1.62059
C 0.71798 -4.36496 2.61633
C 1.03130 -4.62173 4.09174
C 1.06417 -6.09808 4.45217
H 2.74405 -2.36531 2.36198
H 4.37283 -2.63177 1.73211
H 2.99232 -2.62218 0.62226
H 3.55563 -4.71177 2.79728
H 3.81840 -4.93189 1.07734
H 1.73976 -6.01802 1.67110
H 1.40967 -4.66731 0.60472
H -0.26251 -4.79870 2.38039
H 0.61147 -3.28504 2.46210
H 0.25816 -4.13384 4.69909
H 1.98090 -4.15273 4.37065
H 0.10897 -6.57827 4.22135
H 1.25314 -6.21965 5.52360
H 1.85588 -6.62762 3.91464
C -3.34729 4.68960 1.77914
C -3.80226 4.10979 0.44933
C -2.97456 4.60016 -0.74065
C -3.03251 6.11027 -1.00253
C -4.43251 6.68135 -1.23658
C -5.11727 6.11099 -2.46801
H -3.45584 5.77827 1.80440
H -3.94971 4.27790 2.59537
H -2.29878 4.44168 1.97468
H -4.86450 4.33149 0.29557
H -3.72157 3.01729 0.50122
H -3.29725 4.06216 -1.63915
H -1.92415 4.31851 -0.58113
H -2.40742 6.33160 -1.87742
H -2.57090 6.64335 -0.16342
H -4.34590 7.76846 -1.36047
H -5.06470 6.52298 -0.35639
H -4.52252 6.29602 -3.36707
H -6.09533 6.58271 -2.60702
H -5.27990 5.03329 -2.37708
```

Computed properties:
SMILES string	CS(=O)(=O)c1c(Cl)cc(S)c2c1C(=O)C=C(CCC(F)(F)F)C2=O.CCCCCC.CCCCCC.CCCCCC
E_LUMO	-0.0841	Ha
strongest force on any atom	8.6	eV Å⁻¹
HOMO	-9.8	eV
total energy	-3107.0342	Eh
net charge	0
gap between HOMO and LUMO	7.487	eV


Record 2
Density functional theory data (the ωB97M-V functional and the def2-TZVPD basis) for an isolated molecule of C4H3N3O.

Structure (XYZ):
```
11
C4H3N3O (the ωB97M-V functional and the def2-TZVPD basis)
C -2.15006 -0.36172 0.46004
N -1.51950 0.10404 -0.61933
N -0.44801 -0.68467 -0.62697
C 0.72738 -0.23036 -0.32001
C 1.81616 -1.10538 -0.15214
N 2.84602 -1.65774 -0.00477
C 1.03078 1.37086 -0.19960
O 2.17727 1.57051 0.09209
H -3.10423 -0.05579 0.53314
H -1.67131 -1.03928 1.18964
H 0.29548 2.08953 -0.35209
```

Computed properties:
SMILES string	C=N/N=C(/C#N)C=O
E_LUMO	-0.0399	Ha
strongest force on any atom	5.6	eV Å⁻¹
HOMO	-10.0	eV
total energy	-393.5880	Eh
net charge	0
ΔE to the lowest compared entry with this formula, charge and spin	3.575	eV
gap between HOMO and LUMO	8.953	eV